Record 1
The following is a DFT calculation (ωB97M-V with the def2-TZVPD basis set) of a 2-piece molecular cluster, C16H17NO overall at a distorted geometry.

strongest force on any atom: 0.0592 hartree/bohr
HOMO-LUMO gap: 0.309 Ha
structure (SMILES): Cc1c[nH]c2ccccc12.Cc1ccc(O)cc1
E_LUMO: 0.0248 Ha
2S+1: 1
energy above the lowest of the compared OMol25 structures with the same formula, charge and spin: 31.9 kcal per mole
DFT total energy: -20404.442 eV

```
35
Properties=species:S:1:pos:R:3:forces:R:3:lowdin_charge:R:1
C 0.456 1.776 3.062 -1.255 -0.682 -1.004 -0.038
C 0.751 0.569 2.202 0.458 1.500 -0.826 -0.228
C 0.970 0.599 0.843 -0.307 -0.501 0.679 -0.065
N 1.510 -0.600 0.419 -0.255 -0.830 1.070 0.080
C 1.576 -1.455 1.522 -0.261 0.136 -0.363 -0.184
C 1.897 -2.822 1.612 0.852 0.765 1.659 -0.019
C 1.926 -3.347 2.908 -0.362 -1.291 -0.045 -0.118
C 1.540 -2.673 4.067 0.551 1.839 -0.965 -0.102
C 1.139 -1.349 3.905 -0.938 0.102 0.780 -0.034
C 1.127 -0.708 2.657 0.555 -1.966 -0.211 -0.152
H 0.814 2.678 2.571 0.131 0.046 0.199 0.072
H 0.927 1.622 4.018 0.021 0.282 0.446 0.067
H -0.644 1.874 3.156 0.537 0.105 0.407 0.085
H 0.615 1.315 0.132 0.389 0.335 0.112 0.078
H 1.648 -0.913 -0.524 -0.059 0.168 -0.110 0.142
H 2.430 -3.401 0.882 -0.444 -0.044 -0.737 0.098
H 2.131 -4.410 3.051 0.434 0.240 -0.328 0.098
H 1.783 -2.999 5.070 -0.574 -0.575 -0.115 0.099
H 0.651 -0.880 4.769 0.613 0.273 -0.228 0.111
C -2.629 -1.229 -2.785 -0.174 0.659 0.079 -0.055
C -1.930 0.121 -2.895 -0.242 -0.807 1.473 -0.282
C -2.332 1.058 -3.823 0.094 1.399 -0.804 -0.041
C -1.633 2.279 -3.954 -0.630 -1.433 1.782 -0.001
C -0.648 2.460 -3.012 2.595 1.555 -0.355 -0.311
O 0.040 3.676 -3.109 -0.181 -0.041 -0.984 0.006
C -0.072 1.510 -2.154 -2.530 -0.277 -0.605 -0.017
C -0.854 0.356 -2.010 0.856 -0.033 -0.756 -0.037
H -2.452 -1.761 -1.837 0.350 0.222 -0.459 0.080
H -2.261 -1.772 -3.645 -0.178 -0.745 0.010 0.076
H -3.714 -1.133 -2.850 0.022 0.063 -0.259 0.074
H -3.225 0.972 -4.447 0.285 -0.602 0.193 0.117
H -1.926 3.113 -4.567 -0.074 -0.061 -0.233 0.117
H 0.120 4.145 -2.287 -0.047 -0.045 0.709 0.087
H 0.839 1.767 -1.638 -0.048 -0.092 0.040 0.098
H -0.570 -0.440 -1.311 -0.184 0.336 -0.250 0.099
```
Forces are in eV/Å.


Record 2
The following is a DFT calculation (ωB97M-V with the def2-TZVPD basis set) of C4H7PS as an isolated structure at a distorted geometry.

strongest force on any atom: 0.1186 hartree/bohr
HOMO-LUMO gap: 0.302 Ha
E_LUMO: -0.0004 Ha
2S+1: 1
energy above the lowest of the compared OMol25 structures with the same formula, charge and spin: 45.4 kcal per mole
DFT total energy: -24382.432 eV

```
13
Properties=species:S:1:pos:R:3:forces:R:3:lowdin_charge:R:1
C 1.303 -0.706 -1.105 5.237 1.846 2.525 -0.420
C 1.337 0.104 0.987 -0.144 -0.837 -0.059 -0.433
C 0.310 -0.283 -0.134 1.283 -3.503 0.785 -0.923
C -0.740 0.644 -0.468 -3.244 -0.340 1.166 -0.131
P 2.763 -0.385 -0.055 -2.353 -0.890 -3.071 0.907
S -0.514 -2.006 0.009 0.685 -1.353 -0.014 0.687
H 1.203 -1.114 -2.057 -0.439 -0.421 -1.525 0.025
H 1.300 1.148 1.107 -0.042 1.478 0.513 0.041
H 1.476 -0.381 1.959 -1.069 -0.077 -0.173 0.068
H -1.640 0.426 0.165 0.677 0.372 -0.136 0.097
H -1.167 0.646 -1.435 0.140 -0.461 -1.400 0.079
H -0.452 1.611 -0.252 0.676 2.224 0.450 0.060
H 0.475 -2.956 -0.520 -1.407 1.962 0.938 -0.059
```
Forces are in eV/Å.


Record 3
The following is a DFT calculation (ωB97M-V with the def2-TZVPD basis set) of a 10-piece molecular cluster, C28H46N10O5 overall at a distorted geometry.

strongest force on any atom: 0.0368 hartree/bohr
HOMO-LUMO gap: 0.340 Ha
structure (SMILES): CC(=O)N(C)CCCCOC(=O)OCCO.CC#N.CC#N.CC#N.CC#N.CC#N.CC#N.CC#N.CC#N.CC#N
E_LUMO: 0.0098 Ha
2S+1: 1
energy above the lowest of the compared OMol25 structures with the same formula, charge and spin: 0.0 kcal per mole
DFT total energy: -54916.852 eV

```
89
Properties=species:S:1:pos:R:3:forces:R:3:lowdin_charge:R:1
C -4.029 -3.851 1.078 -0.196 -0.085 -0.214 -0.004
C -2.928 -3.160 0.308 0.744 1.486 0.474 -0.473
O -2.610 -2.024 0.619 -0.468 -0.970 -0.570 0.085
N -2.239 -3.821 -0.750 -0.779 -0.830 0.376 -0.128
C -2.910 -3.667 -2.047 0.491 0.856 -0.187 -0.035
C -1.890 -5.205 -0.419 0.312 -0.326 -0.252 -0.191
C -0.401 -5.456 -0.649 -0.084 0.040 0.167 -0.170
C 0.514 -4.393 -0.044 0.390 0.142 -0.342 -0.143
C 1.681 -4.024 -0.972 -0.782 -0.461 0.681 -0.132
O 1.564 -2.693 -1.524 0.776 0.093 0.005 0.033
C 2.024 -1.750 -0.704 0.227 0.583 1.787 -0.563
O 2.144 -1.845 0.505 -0.153 -0.359 -1.500 0.136
O 2.367 -0.627 -1.371 -0.867 -0.581 -0.906 0.018
C 1.574 0.525 -1.031 0.445 0.652 0.629 -0.137
C 2.243 1.341 0.065 0.059 0.050 -0.142 -0.251
O 1.541 1.211 1.271 0.018 -0.060 0.157 -0.078
H -3.663 -4.191 2.039 0.161 -0.120 0.161 0.087
H -4.797 -3.117 1.281 -0.121 0.249 0.056 0.084
H -4.489 -4.683 0.554 0.122 -0.175 -0.115 0.083
H -3.894 -3.211 -1.962 -0.247 -0.077 0.127 0.091
H -2.326 -2.991 -2.666 0.027 0.044 -0.233 0.056
H -2.991 -4.601 -2.590 -0.019 -0.271 0.109 0.085
H -2.428 -5.908 -1.055 -0.253 -0.058 -0.062 0.114
H -2.168 -5.472 0.597 0.014 0.288 0.296 0.114
H -0.120 -6.418 -0.228 -0.155 -0.274 0.024 0.113
H -0.256 -5.560 -1.721 0.106 0.215 -0.050 0.056
H -0.002 -3.468 0.186 -0.294 0.044 0.025 0.105
H 0.940 -4.752 0.887 -0.009 -0.036 0.253 0.113
H 1.666 -4.694 -1.816 0.263 -0.012 -0.363 0.097
H 2.603 -4.118 -0.415 0.393 0.232 -0.172 0.125
H 0.575 0.246 -0.711 -0.133 -0.214 0.130 0.131
H 1.487 1.140 -1.918 0.155 -0.192 -0.382 0.115
H 2.317 2.386 -0.255 -0.190 0.176 0.073 0.107
H 3.265 0.980 0.158 0.202 -0.094 0.036 0.124
H 2.171 1.429 1.977 -0.286 -0.080 -0.144 0.005
C -5.161 1.358 -2.040 0.265 0.355 -0.202 -0.076
C -6.177 0.590 -1.344 0.016 -0.071 0.039 -0.265
N -6.983 -0.021 -0.801 -0.042 -0.012 -0.003 0.128
H -5.405 1.451 -3.096 -0.059 -0.111 -0.003 0.080
H -5.078 2.361 -1.624 -0.113 -0.032 0.108 0.083
H -4.185 0.884 -1.968 -0.072 -0.159 0.066 0.058
C 1.612 -3.416 -4.863 0.191 0.326 -0.164 -0.058
C 0.785 -4.503 -4.366 -0.029 0.011 0.002 -0.258
N 0.138 -5.358 -3.959 -0.017 0.002 -0.164 0.157
H 1.233 -3.041 -5.812 -0.080 -0.101 -0.013 0.086
H 1.629 -2.591 -4.151 -0.031 -0.092 0.133 0.061
H 2.638 -3.747 -5.016 -0.021 -0.103 0.032 0.089
C 3.501 -2.115 3.398 -0.237 0.194 -0.137 -0.075
C 4.599 -2.783 4.080 -0.020 0.018 0.015 -0.287
N 5.466 -3.310 4.616 0.026 -0.023 0.014 0.113
H 3.290 -1.147 3.850 0.101 -0.008 0.071 0.080
H 3.729 -1.944 2.349 0.059 -0.048 -0.009 0.062
H 2.590 -2.709 3.443 0.053 -0.087 0.028 0.083
C 2.145 4.171 4.139 -0.491 0.144 0.048 -0.102
C 2.912 3.119 3.505 0.069 -0.006 -0.037 -0.230
N 3.518 2.288 2.992 0.095 0.110 0.170 0.151
H 1.960 3.949 5.182 0.160 -0.175 0.084 0.052
H 2.671 5.117 4.093 0.156 -0.006 -0.017 0.060
H 1.185 4.299 3.646 0.049 -0.191 -0.190 0.052
C 2.359 5.174 8.857 -0.127 -0.055 0.341 -0.063
C 2.869 5.370 7.509 0.036 0.030 -0.010 -0.248
N 3.269 5.523 6.445 0.147 0.191 0.318 0.148
H 2.493 6.072 9.457 0.050 0.059 -0.089 0.084
H 1.297 4.936 8.840 -0.002 0.007 -0.117 0.085
H 2.880 4.357 9.353 0.069 -0.020 -0.095 0.085
C 2.767 6.300 0.312 -0.007 0.147 0.117 -0.090
C 1.721 5.509 0.944 -0.014 0.033 -0.013 -0.252
N 0.896 4.884 1.439 -0.047 0.061 -0.135 0.154
H 2.549 6.478 -0.734 -0.097 -0.080 -0.051 0.053
H 2.872 7.268 0.801 -0.094 -0.028 0.074 0.088
H 3.724 5.791 0.369 -0.035 -0.154 0.043 0.062
C -9.990 -0.312 -2.595 0.034 -0.050 0.400 -0.079
C -10.033 -0.188 -4.043 -0.021 -0.005 0.014 -0.289
N -10.067 -0.090 -5.185 0.004 0.011 -0.036 0.117
H -10.486 0.529 -2.114 -0.024 0.066 -0.124 0.082
H -10.487 -1.222 -2.263 -0.034 -0.042 -0.142 0.082
H -8.965 -0.344 -2.228 0.038 0.013 -0.095 0.035
C -0.822 -0.406 -3.377 0.359 -0.152 0.090 -0.057
C -2.192 -0.410 -3.867 0.038 0.158 0.023 -0.270
N -3.270 -0.369 -4.257 -0.022 -0.066 0.018 0.149
H -0.443 0.609 -3.278 -0.154 0.073 -0.037 0.080
H -0.740 -0.895 -2.406 -0.177 -0.050 0.004 0.075
H -0.166 -0.935 -4.067 -0.079 -0.028 -0.071 0.074
C 6.912 6.619 -0.953 0.330 -0.023 0.153 -0.061
C 5.577 6.719 -1.521 0.036 0.019 -0.096 -0.261
N 4.524 6.794 -1.968 0.186 0.061 -0.156 0.145
H 7.345 7.606 -0.803 -0.095 0.054 -0.043 0.085
H 6.889 6.111 0.011 -0.110 -0.015 -0.012 0.084
H 7.572 6.058 -1.612 -0.086 -0.021 -0.079 0.086
```
Forces are in eV/Å.